i.
C7H17NO | ωB97M-V with the def2-TZVPD basis set

## Properties
net charge	0
E_HOMO	-9.284	eV
gap between HOMO and LUMO	10.11	eV
structure (SMILES)	CCN(C)C(C)=O.CC
molar mass	131.2	g/mol

CARTESIAN COORDINATES (ANGSTROEM)
H1 -1.126 -0.676 -0.298
H2 -0.649 2.216 -0.594
N1 0.780 -1.251 -0.952
H3 0.089 -2.480 1.245
H4 0.241 0.755 0.887
H5 1.061 -3.344 -1.470
C1 1.166 0.154 1.037
H6 -1.670 3.544 -1.009
H7 -0.012 4.232 0.759
C2 -0.775 -2.492 0.522
H8 -2.243 2.270 0.229
H9 1.134 -2.177 -2.880
C3 -0.661 -1.626 -0.673
C4 -1.422 2.857 -0.170
H10 -0.861 3.043 1.940
H11 1.893 0.745 1.615
C5 -0.942 3.688 1.060
C6 1.636 -0.588 -0.131
H12 -1.818 -2.178 0.929
C7 1.356 -2.311 -1.770
H13 2.454 -2.373 -1.857
H14 -1.159 -1.975 -1.545
O1 2.861 -0.652 -0.212
H15 -0.660 -3.601 0.269
H16 0.851 -0.423 1.912
H17 -1.526 4.643 1.158

ii.
C7H17NO | ωB97M-V with the def2-TZVPD basis set

## Properties
net charge	0
E_HOMO	-8.872	eV
gap between HOMO and LUMO	9.59	eV
molar mass	131.2	g/mol

CARTESIAN COORDINATES (ANGSTROEM)
H1 -0.019 -1.684 0.003
C1 -0.777 1.470 1.803
C2 -1.615 1.441 3.060
H2 0.506 -0.370 -3.857
H3 -2.619 1.095 2.800
C3 1.560 -1.384 -2.345
H4 -1.328 3.503 1.312
H5 2.076 -2.831 -0.867
O1 -1.415 -0.188 0.853
H6 -0.367 2.683 0.064
H7 0.838 -2.171 -4.161
H8 3.437 -2.251 -1.809
H9 2.278 -3.394 -2.531
H10 -1.700 2.436 3.496
H11 -2.278 -0.364 0.468
H12 -1.198 0.755 3.804
C4 2.386 -2.530 -1.870
C5 -1.144 2.554 0.815
H13 -0.694 -0.517 -1.165
H14 0.592 0.179 0.721
N1 0.531 1.177 1.815
C6 -0.127 -0.614 -0.227
H15 -2.034 2.248 0.270
H16 0.799 0.641 2.638
H17 1.372 -0.580 -1.583
C7 0.939 -1.301 -3.505

The least stable of the structures above is ii, whereas i is the most stable.